{
  "formula": "C39H49BN6OS4Ti",
  "method": "the ωB97M-V functional and the def2-TZVPD basis",
  "e_above_lowest_kcal_mol": 47.4,
  "charge": 4,
  "lumo_ev": -14.2,
  "orbital_gap_ev": 4.209,
  "elements": ["Ti", "C", "C", "C", "C", "N", "N", "B", "N", "N", "C", "C", "C", "C", "C", "S", "C", "C", "C", "C", "N", "N", "C", "C", "C", "C", "C", "S", "C", "C", "C", "C", "C", "S", "C", "C", "C", "C", "H", "H", "H", "H", "H", "H", "H", "H", "H", "H", "H", "H", "H", "H", "H", "H", "H", "H", "H", "H", "H", "H", "H", "H", "H", "H", "H", "H", "H", "H", "H", "H", "H", "H", "H", "H", "H", "H", "H", "O", "S", "C", "C", "C", "C", "C", "C", "C", "C", "C", "C", "C", "C", "H", "H", "H", "H", "H", "H", "H", "H", "H", "H"],
  "xyz": [[0.96224, 0.95514, 1.33572], [-0.92780, 3.85001, -2.56178], [-0.47364, 2.42711, -2.48431], [-0.06674, 1.73259, -3.58721], [0.07664, 0.30646, -3.55484], [-0.07628, -0.33150, -2.40725], [-0.36172, 0.37642, -1.26476], [-0.29274, -0.50512, -0.04746], [-1.52056, -0.57995, 0.83504], [-2.68842, -0.63486, 0.17096], [-3.80600, -0.74135, 0.85088], [-3.78751, -0.88364, 2.24500], [-2.61589, -0.95511, 2.91304], [-2.62838, -1.19843, 4.40113], [-1.40139, -0.73423, 2.20328], [0.15956, -0.55613, 3.00145], [-5.15353, -0.67081, 0.08911], [-5.76591, 0.71498, 0.40884], [-4.83059, -0.98830, -1.40837], [-6.00628, -1.87488, 0.57441], [0.59173, -1.68678, -0.02946], [-0.15002, -2.83559, -0.10305], [0.45746, -3.98912, -0.20770], [1.83374, -3.99223, -0.32817], [2.63114, -2.86472, -0.18179], [4.13131, -3.00036, -0.09173], [1.91924, -1.65163, -0.03556], [2.67035, -0.00001, 0.13645], [-0.44731, -5.23967, -0.09357], [-0.20562, -5.86147, 1.27650], [-1.95683, -4.89235, -0.12639], [-0.12659, -6.22309, -1.19269], [-0.54296, 1.72658, -1.25074], [-0.80232, 2.45249, 0.30919], [0.23315, -0.55640, -4.76442], [0.23692, -2.02664, -4.28302], [-0.86013, -0.32943, -5.75130], [1.59843, -0.17698, -5.44042], [-2.04394, 3.89335, -2.47480], [-0.47117, 4.14035, -3.54523], [-0.40504, 4.44900, -1.78142], [0.08974, 2.34081, -4.48115], [-4.74477, -1.00949, 2.83234], [-3.68832, -1.26694, 4.67469], [-2.15708, -0.34988, 4.92574], [-2.12100, -2.12697, 4.61147], [-5.06039, 1.39782, -0.11243], [-5.76116, 0.89712, 1.49286], [-6.76275, 0.80712, -0.03718], [-4.24704, -0.17975, -1.91033], [-5.73264, -1.14422, -2.01286], [-4.24483, -1.96140, -1.51462], [-6.20405, -1.68727, 1.63795], [-5.38368, -2.80274, 0.48586], [-6.90507, -2.10384, -0.06039], [2.31731, -4.96981, -0.40023], [4.41009, -3.91194, -0.65452], [4.48101, -3.15244, 0.93467], [4.65946, -2.07714, -0.45169], [-0.61149, -5.24317, 2.09185], [0.89623, -5.98453, 1.32276], [-0.60093, -6.89309, 1.29174], [-2.18488, -4.31135, 0.82391], [-2.43458, -5.88467, -0.15528], [-2.22782, -4.27765, -1.00075], [0.82907, -6.68950, -1.22662], [-0.37506, -5.68827, -2.13768], [-0.91367, -7.00058, -1.12545], [-0.76174, -2.35669, -3.86579], [0.92043, -2.25146, -3.41002], [0.40834, -2.71630, -5.20189], [-1.82741, -0.16088, -5.22426], [-1.07151, -1.23913, -6.40347], [-0.58582, 0.51049, -6.39782], [2.39079, 0.01782, -4.70353], [1.54057, 0.77806, -6.03924], [1.92499, -1.07087, -6.05443], [2.02288, 2.03833, 2.49397], [2.19345, 3.42719, 1.59486], [1.92839, 4.59927, 2.87391], [2.39644, 4.39438, 4.16118], [2.33107, 5.49331, 5.06349], [1.87758, 6.73171, 4.61094], [1.35658, 6.87884, 3.32847], [1.45511, 5.81708, 2.47483], [3.94063, 3.48706, 1.53038], [4.68512, 2.92965, 2.56871], [5.94541, 3.48507, 2.79292], [6.45350, 4.50501, 1.96706], [5.86051, 4.71901, 0.72098], [4.56178, 4.22999, 0.53378], [2.70783, 3.36641, 4.52062], [2.58522, 5.28592, 6.09283], [1.94019, 7.53841, 5.32581], [1.00904, 7.81053, 2.94090], [1.10070, 5.92605, 1.46441], [4.28277, 2.16606, 3.19430], [6.50623, 3.08851, 3.60297], [7.26303, 5.08028, 2.29411], [6.34204, 5.23791, -0.12435], [3.90757, 4.48305, -0.32482]]
}